1.
C2H5FOS2 as an isolated structure at a distorted geometry, computed with ωB97M-V with the def2-TZVPD basis set.

For the LUMO energy, the calculation gives -0.023 eV. As for the energy relative to the best compared isomer or geometry (same formula, charge and spin): 11.1 kcal per mole.

CARTESIAN COORDINATES (ANGSTROEM)
C1 0.604 0.498 -0.193
C2 0.615 -1.880 -0.119
O1 1.282 -0.755 -0.313
F1 -4.104 1.046 -0.174
S1 -1.008 -1.984 0.109
S2 -2.978 -0.120 -0.174
H1 -0.412 0.245 -0.426
H2 1.115 1.266 -0.769
H3 0.451 0.784 0.889
H4 1.326 -2.681 -0.131
H5 -2.985 -0.586 1.029

2.
C21H42O39S9 as an isolated structure at a distorted geometry, computed with ωB97M-V with the def2-TZVPD basis set.

For the LUMO energy, the calculation gives -0.074 eV.

CARTESIAN COORDINATES (ANGSTROEM)
C1 1.464 -1.843 4.374
C2 2.138 -1.443 5.633
O1 1.915 -0.046 5.801
S1 0.400 0.238 5.258
O2 0.393 1.424 4.436
O3 -0.466 0.050 6.366
O4 0.227 -1.109 4.285
H1 1.283 -2.931 4.320
H2 2.006 -1.636 3.447
H3 3.201 -1.479 5.568
H4 1.806 -1.983 6.521
C3 -1.368 2.968 1.932
C4 -1.980 4.151 2.534
O5 -3.314 4.271 1.978
S2 -3.069 4.089 0.410
O6 -2.370 5.212 -0.122
O7 -4.290 3.655 -0.186
O8 -1.946 2.916 0.541
H5 -1.518 2.072 2.549
H6 -0.323 3.116 1.711
H7 -1.361 5.009 2.356
H8 -2.186 3.907 3.572
C5 4.503 2.788 -2.062
C6 4.213 4.282 -1.758
O9 3.049 4.335 -1.056
S3 2.514 2.972 -0.598
O10 1.337 2.624 -1.295
O11 2.324 2.825 0.824
O12 3.799 2.143 -0.988
H9 5.552 2.557 -1.906
H10 4.160 2.297 -2.991
H11 4.089 4.897 -2.639
H12 4.924 4.755 -1.094
C7 -3.495 -0.209 1.880
C8 -2.973 -1.098 2.988
O13 -2.546 -0.192 4.012
S4 -3.762 0.849 4.214
O14 -3.223 2.153 4.461
O15 -4.677 0.292 5.140
O16 -4.276 0.709 2.734
H13 -4.232 -0.599 1.257
H14 -2.710 0.346 1.317
H15 -2.203 -1.800 2.739
H16 -3.778 -1.727 3.381
C9 0.528 -1.113 -4.834
C10 -0.206 -0.179 -5.699
O17 -1.049 -1.027 -6.495
S5 -1.697 -2.076 -5.448
O18 -1.621 -3.282 -6.160
O19 -2.950 -1.567 -4.942
O20 -0.569 -1.972 -4.303
H17 0.916 -0.618 -3.910
H18 1.295 -1.766 -5.291
H19 0.346 0.479 -6.388
H20 -0.709 0.550 -5.107
C11 -6.088 -3.641 -0.386
C12 -5.395 -3.020 -1.536
O21 -4.120 -3.749 -1.643
S6 -3.596 -3.878 -0.142
O22 -3.009 -2.653 0.308
O23 -2.801 -4.996 0.092
O24 -5.037 -3.945 0.571
H21 -6.618 -4.554 -0.708
H22 -6.795 -2.905 0.039
H23 -5.130 -1.957 -1.457
H24 -6.000 -3.231 -2.379
C13 1.809 -5.076 -0.867
C14 0.696 -4.026 -0.839
O25 0.952 -3.300 0.448
S7 1.648 -4.317 1.515
O26 0.589 -4.881 2.276
O27 2.842 -3.818 2.044
O28 2.008 -5.508 0.465
H25 2.755 -4.596 -1.207
H26 1.563 -5.924 -1.538
H27 -0.282 -4.398 -0.858
H28 0.907 -3.261 -1.624
C15 7.395 -1.032 2.564
C16 7.114 -2.506 2.368
O29 5.741 -2.549 2.120
S8 5.169 -1.191 1.482
O30 4.265 -0.524 2.417
O31 4.752 -1.479 0.099
O32 6.673 -0.462 1.444
H29 8.423 -0.721 2.527
H30 6.997 -0.726 3.508
H31 7.300 -3.123 3.280
H32 7.727 -2.875 1.510
C17 -1.923 5.612 -3.163
C18 -0.517 5.074 -2.939
O33 -0.345 3.873 -3.735
S9 -1.608 3.746 -4.732
O34 -2.059 2.397 -4.815
O35 -1.320 4.429 -5.935
O36 -2.618 4.534 -3.842
H33 -1.908 6.503 -3.784
H34 -2.489 5.784 -2.267
H35 -0.268 4.722 -1.945
H36 0.217 5.807 -3.282
C19 1.363 -0.093 0.742
O37 0.009 0.165 0.491
C20 -0.421 -0.145 -0.774
O38 0.263 -0.669 -1.605
O39 -1.732 0.162 -0.798
C21 -2.359 0.051 -2.136
H37 2.048 0.520 0.119
H38 1.546 -1.161 0.851
H39 1.655 0.319 1.705
H40 -2.662 -0.984 -2.179
H41 -1.619 0.206 -2.952
H42 -3.224 0.734 -2.188

3.
One molecule with the formula C4H7NO, computed with ωB97M-V with the def2-TZVPD basis set.

For the LUMO energy, the calculation gives 0.841 eV. As for the energy relative to the best compared isomer or geometry (same formula, charge and spin): 38.4 kcal per mole.

CARTESIAN COORDINATES (ANGSTROEM)
C1 -1.704 -0.086 -0.248
C2 -0.370 -0.191 0.476
N1 0.666 -1.041 -0.169
C3 1.614 0.088 -0.336
C4 0.551 1.012 0.254
O1 0.461 2.190 0.457
H1 -2.291 -1.005 -0.165
H2 -1.545 0.126 -1.310
H3 -2.278 0.739 0.189
H4 -0.530 -0.409 1.542
H5 1.008 -1.780 0.435
H6 1.877 0.275 -1.382
H7 2.539 0.083 0.257

4.
A 2-piece molecular cluster, C3HCl3N2 overall at a distorted geometry, computed with ωB97M-V with the def2-TZVPD basis set.

For the LUMO energy, the calculation gives -2.045 eV. As for the energy relative to the best compared isomer or geometry (same formula, charge and spin): 85.9 kcal per mole.

CARTESIAN COORDINATES (ANGSTROEM)
C1 -0.642 1.713 -0.631
C2 0.484 1.015 -0.694
C3 -0.506 -1.254 0.765
N1 -1.677 2.238 -0.698
N2 1.687 0.922 -0.850
Cl1 -1.595 -1.873 -0.446
Cl2 1.176 -1.942 0.789
Cl3 -1.207 -1.100 2.313
H1 2.279 0.281 -0.547

5.
One molecule with the formula C22H38N6O5 at a distorted geometry, computed with ωB97M-V with the def2-TZVPD basis set.

For the LUMO energy, the calculation gives 0.664 eV. As for the energy relative to the best compared isomer or geometry (same formula, charge and spin): 3.4 kcal per mole.

CARTESIAN COORDINATES (ANGSTROEM)
C1 -1.881 3.383 -1.031
H1 -1.466 3.559 -2.019
H2 -1.098 3.006 -0.378
H3 -2.242 4.324 -0.624
C2 -3.029 2.377 -1.120
C3 -4.169 2.937 -1.967
H4 -4.992 2.230 -2.002
H5 -3.815 3.119 -2.978
H6 -4.526 3.873 -1.542
C4 -2.535 1.042 -1.677
H7 -2.074 1.179 -2.650
H8 -3.368 0.353 -1.782
H9 -1.801 0.605 -1.001
O1 -3.453 2.203 0.256
C5 -4.429 1.327 0.558
O2 -5.085 0.686 -0.226
N1 -4.593 1.280 1.908
H10 -3.907 1.776 2.457
C6 -5.265 0.161 2.527
H11 -5.793 0.515 3.416
H12 -5.994 -0.200 1.798
C7 -4.296 -0.970 2.898
C8 -3.510 -1.442 1.677
H13 -2.889 -0.620 1.312
H14 -4.212 -1.700 0.883
C9 -2.607 -2.636 1.974
C10 -1.722 -2.944 0.816
C11 -1.858 -2.610 -0.518
N2 -0.758 -3.128 -1.110
N3 -0.002 -3.736 -0.201
N4 -0.566 -3.630 0.943
C12 -0.365 -3.024 -2.485
H15 0.451 -3.728 -2.663
H16 -1.212 -3.279 -3.129
C13 0.043 -1.585 -2.849
O3 -0.648 -0.930 -3.604
N5 1.177 -1.109 -2.302
C14 2.057 -1.766 -1.360
H17 1.761 -2.796 -1.172
C15 2.050 -0.993 -0.033
N6 2.401 0.387 -0.266
C16 3.597 0.947 0.071
O4 3.911 2.064 -0.271
O5 4.324 0.118 0.835
C17 5.600 0.546 1.372
C18 6.578 0.849 0.237
H18 7.553 1.089 0.650
H19 6.223 1.694 -0.347
H20 6.674 -0.016 -0.416
C19 5.414 1.763 2.277
H21 6.361 2.017 2.746
H22 5.067 2.613 1.697
H23 4.683 1.543 3.052
C20 6.077 -0.659 2.184
H24 5.360 -0.889 2.967
H25 6.176 -1.529 1.540
H26 7.040 -0.442 2.636
C21 1.552 1.049 -1.230
C22 1.557 0.271 -2.549
H27 0.844 0.699 -3.254
H28 2.561 0.292 -2.985
H29 1.931 2.061 -1.380
H30 0.533 1.094 -0.834
H31 2.754 -1.439 0.666
H32 1.045 -1.030 0.405
H33 3.073 -1.753 -1.774
H34 -2.604 -2.076 -1.066
H35 -1.975 -2.436 2.843
H36 -3.212 -3.516 2.210
H37 -4.872 -1.798 3.312
H38 -3.604 -0.622 3.669

6.
A 2-piece molecular cluster, H2N3O2S overall at a distorted geometry, computed with ωB97M-V with the def2-TZVPD basis set.

As for the total charge: -1. For the LUMO energy (spin up / spin down), the calculation gives 3.982 / 3.982 eV. As for the energy relative to the best compared isomer or geometry (same formula, charge and spin): 90.7 kcal per mole.

CARTESIAN COORDINATES (ANGSTROEM)
N1 -3.967 -0.220 -0.024
N2 -0.703 -0.348 0.341
N3 -1.749 1.296 -0.565
O1 -1.243 2.385 -0.584
O2 -3.465 -1.011 -0.799
S1 -3.236 0.949 0.696
H1 0.367 -0.270 0.357
H2 -0.923 -0.692 -0.581

7.
A 7-piece molecular cluster, C50H58F2N9O10S2 overall at a distorted geometry, computed with ωB97M-V with the def2-TZVPD basis set.

As for the total charge: +5. For the LUMO energy, the calculation gives -11.078 eV. As for the energy relative to the best compared isomer or geometry (same formula, charge and spin): 0.0 kcal per mole.

CARTESIAN COORDINATES (ANGSTROEM)
C1 3.210 9.557 1.648
N1 3.274 8.164 1.071
C2 3.804 7.166 1.783
C3 3.880 5.890 1.280
C4 3.341 5.613 0.020
C5 2.698 6.645 -0.660
C6 2.736 7.921 -0.130
C7 3.419 4.232 -0.620
C8 4.067 4.144 -1.871
C9 4.233 2.949 -2.466
N2 3.775 1.815 -1.912
C10 3.126 1.852 -0.719
C11 2.953 3.052 -0.050
C12 3.977 0.530 -2.617
H1 3.695 9.551 2.619
H2 2.173 9.895 1.663
H3 3.747 10.262 1.014
H4 4.206 7.420 2.749
H5 4.348 5.090 1.839
H6 2.200 6.468 -1.604
H7 2.288 8.761 -0.655
H8 4.475 5.041 -2.307
H9 4.751 2.821 -3.400
H10 2.748 0.893 -0.357
H11 2.425 3.019 0.903
H12 3.342 0.523 -3.498
H13 3.753 -0.265 -1.900
H14 5.012 0.520 -2.953
C13 -12.055 0.427 2.211
N3 -10.564 0.227 2.138
C14 -10.097 -0.773 1.400
C15 -8.762 -1.106 1.333
C16 -7.832 -0.256 1.968
C17 -8.367 0.792 2.724
C18 -9.712 1.003 2.828
C19 -6.359 -0.453 1.761
C20 -5.894 -1.328 0.790
C21 -4.594 -1.642 0.780
N4 -3.720 -1.088 1.632
C22 -4.089 -0.134 2.523
C23 -5.426 0.208 2.564
C24 -2.287 -1.392 1.541
H15 -12.279 1.428 2.560
H16 -12.497 -0.314 2.883
H17 -12.458 0.217 1.217
H18 -10.792 -1.377 0.830
H19 -8.501 -1.973 0.736
H20 -7.668 1.443 3.233
H21 -10.146 1.778 3.435
H22 -6.547 -1.841 0.095
H23 -4.108 -2.367 0.137
H24 -3.297 0.294 3.136
H25 -5.676 0.944 3.317
H26 -1.706 -0.677 2.123
H27 -1.943 -1.233 0.524
H28 -2.162 -2.433 1.849
C25 0.118 0.308 -2.968
N5 0.013 -1.035 -3.575
C26 0.747 -1.366 -4.654
C27 0.500 -2.506 -5.403
C28 -0.539 -3.350 -5.013
C29 -1.182 -3.020 -3.801
C30 -0.930 -1.854 -3.133
C31 -0.955 -4.593 -5.786
C32 -0.532 -4.727 -7.107
C33 -0.780 -5.884 -7.800
N6 -1.392 -6.942 -7.216
C34 -1.819 -6.838 -5.956
C35 -1.664 -5.657 -5.240
C36 -1.396 -8.251 -7.924
H29 -0.494 1.010 -3.527
H30 1.172 0.579 -2.923
H31 -0.233 0.289 -1.930
H32 1.545 -0.686 -4.924
H33 1.142 -2.707 -6.245
H34 -1.953 -3.676 -3.418
H35 -1.489 -1.578 -2.254
H36 -0.009 -3.926 -7.608
H37 -0.453 -5.992 -8.828
H38 -2.284 -7.718 -5.512
H39 -2.021 -5.707 -4.223
H40 -0.431 -8.699 -7.690
H41 -1.635 -8.108 -8.971
H42 -2.184 -8.891 -7.525
C37 2.673 -3.207 2.928
N7 2.991 -1.824 3.335
C38 2.556 -1.370 4.533
C39 2.759 -0.077 4.934
C40 3.548 0.781 4.175
C41 4.097 0.234 3.024
C42 3.745 -1.017 2.571
C43 3.806 2.245 4.581
C44 5.014 2.911 4.317
C45 5.195 4.180 4.752
N8 4.208 4.878 5.407
C46 3.049 4.242 5.691
C47 2.848 2.941 5.300
C48 4.501 6.279 5.797
H43 2.725 -3.305 1.848
H44 1.670 -3.462 3.263
H45 3.358 -3.916 3.404
H46 2.037 -2.131 5.106
H47 2.343 0.179 5.903
H48 4.752 0.817 2.399
H49 4.044 -1.385 1.601
H50 5.880 2.479 3.820
H51 6.106 4.758 4.648
H52 2.307 4.801 6.237
H53 1.865 2.544 5.534
H54 4.450 6.903 4.913
H55 5.489 6.290 6.256
H56 3.762 6.597 6.525
O1 1.129 1.667 2.271
C49 -0.020 2.268 2.930
O2 0.261 3.291 3.546
O3 -1.067 1.664 2.739
H57 0.740 0.983 1.704
O4 0.366 -2.720 -0.366
C50 1.033 -1.597 -0.028
O5 2.314 -1.699 -0.143
O6 0.386 -0.563 0.316
H58 0.965 -3.383 -0.772
N9 2.121 -7.056 -2.284
S1 1.045 -5.975 -1.738
O7 -0.340 -6.313 -1.909
O8 1.439 -4.601 -1.935
F1 1.397 -6.251 -0.227
S2 1.785 -7.045 -3.858
O9 2.026 -5.735 -4.443
O10 0.655 -7.801 -4.251
F2 3.004 -7.875 -4.333

8.
An isolated ion of composition C2H6O2P and charge -1 at a distorted geometry, computed with ωB97M-V with the def2-TZVPD basis set.

As for the total charge: -1. For the LUMO energy, the calculation gives 4.188 eV. As for the energy relative to the best compared isomer or geometry (same formula, charge and spin): 62.1 kcal per mole.

CARTESIAN COORDINATES (ANGSTROEM)
C1 -1.003 0.082 -1.356
C2 -0.075 0.059 1.406
O1 1.714 1.467 -0.409
O2 1.247 -1.095 -0.523
P1 0.392 0.256 -0.289
H1 -0.869 -0.095 -2.425
H2 -1.574 0.955 -1.149
H3 0.856 -0.096 1.897
H4 -0.540 0.995 1.584
H5 -0.784 -0.701 1.520
H6 0.636 -1.826 -0.257

9.
C21H34N5O4RuS as an isolated structure, computed with ωB97M-V with the def2-TZVPD basis set.

As for the total charge: +2. For the LUMO energy (spin up / spin down), the calculation gives -4.967 / -7.823 eV. Its spin multiplicity is 6.

CARTESIAN COORDINATES (ANGSTROEM)
Ru1 0.774 0.999 -1.228
N1 1.686 3.016 -1.988
C1 0.730 4.097 -2.352
C2 -0.105 3.716 -3.560
C3 -1.110 2.606 -3.311
N2 -0.441 1.285 -3.138
H1 2.326 3.352 -1.274
H2 2.255 2.755 -2.790
H3 1.273 5.018 -2.559
H4 0.088 4.285 -1.491
H5 0.551 3.443 -4.395
H6 -0.655 4.600 -3.884
H7 -1.816 2.551 -4.137
H8 -1.684 2.811 -2.407
H9 0.140 1.062 -3.942
H10 -1.146 0.556 -3.054
O1 3.777 -1.141 -2.442
N3 2.887 -0.469 -2.067
O2 2.344 -0.596 -0.908
O3 2.329 0.441 -2.783
O4 -1.175 -0.225 -0.918
S1 -0.485 -1.618 -0.991
C4 -0.676 -2.364 0.596
C5 0.350 -3.188 1.039
C6 0.204 -3.813 2.271
C7 -0.937 -3.592 3.030
C8 -1.946 -2.749 2.571
C9 -1.824 -2.124 1.340
C10 -1.476 -2.636 -2.042
C11 -0.872 -3.757 -2.596
C12 -1.630 -4.568 -3.426
C13 -2.952 -4.239 -3.700
C14 -3.533 -3.108 -3.141
C15 -2.794 -2.288 -2.301
H11 1.242 -3.337 0.440
H12 0.983 -4.471 2.635
H13 -1.045 -4.081 3.989
H14 -2.835 -2.589 3.167
H15 -2.603 -1.472 0.963
H16 0.164 -3.998 -2.383
H17 -1.184 -5.450 -3.865
H18 -3.533 -4.867 -4.363
H19 -4.567 -2.865 -3.353
H20 -3.233 -1.406 -1.851
C16 -1.328 1.114 3.278
C17 -0.377 2.306 3.290
N4 1.020 1.939 2.978
C18 1.922 1.718 4.135
C19 2.069 0.253 4.519
C20 1.397 1.725 1.733
C21 2.812 1.325 1.440
N5 0.551 1.852 0.701
H21 -2.338 1.451 3.508
H22 -1.038 0.381 4.031
H23 -1.345 0.610 2.309
H24 -0.367 2.769 4.273
H25 -0.701 3.086 2.599
H26 1.493 2.274 4.964
H27 2.888 2.171 3.932
H28 1.116 -0.172 4.836
H29 2.768 0.171 5.352
H30 2.458 -0.352 3.697
H31 3.524 1.831 2.085
H32 3.063 1.569 0.412
H33 2.943 0.250 1.566
H34 -0.379 2.149 0.960

10.
A 2-piece molecular cluster, C5H12N2O overall at a distorted geometry, computed with ωB97M-V with the def2-TZVPD basis set.

For the LUMO energy, the calculation gives 1.015 eV. As for the energy relative to the best compared isomer or geometry (same formula, charge and spin): 119.1 kcal per mole.

CARTESIAN COORDINATES (ANGSTROEM)
C1 0.164 -0.072 1.456
N1 0.207 -0.973 2.603
C2 0.755 -0.899 0.203
C3 1.920 -0.601 -0.356
H1 -0.083 -0.496 3.444
H2 1.161 -1.298 2.747
H3 -0.850 0.329 1.375
H4 0.794 0.825 1.575
H5 0.389 -1.918 0.195
H6 2.469 -1.338 -0.918
H7 2.331 0.395 -0.330
N2 -0.834 -0.396 -1.420
C4 -0.531 0.912 -1.835
C5 -1.074 2.015 -1.347
O1 -2.039 -0.549 -0.703
H8 -1.722 -0.747 0.215
H9 -0.829 -1.066 -2.185
H10 0.325 0.921 -2.495
H11 -1.885 1.977 -0.640
H12 -0.667 2.978 -1.582